No. 1
Here is a single C4H9NO molecule at a distorted geometry from the Open Molecules 2025 dataset. Energies are from ωB97M-V/def2-TZVPD.

Structure (XYZ):
```
15
Properties=species:S:1:pos:R:3:forces:R:3:mulliken_charge:R:1
C -1.390170 -0.867231 0.728734 0.1 -1.2 0.4 -0.90
C -0.446430 0.170243 1.503518 -2.7 0.9 1.0 -0.34
C 0.871358 0.430235 0.842257 1.3 -0.5 -1.5 -0.39
C 0.963310 0.340694 -2.691766 -1.4 -0.7 0.6 -0.33
H -1.417569 -0.520563 -0.314706 -0.2 0.0 0.4 0.24
H -1.085538 -1.992149 0.637319 0.1 2.1 0.5 0.26
H -2.458536 -0.925455 1.126965 1.5 0.5 -0.3 0.31
H -1.176230 1.066332 1.780335 1.8 -1.2 -1.2 0.23
H -0.107190 -0.048323 2.516321 -0.4 -1.0 0.2 0.30
H 1.421536 -0.579944 0.897192 -0.6 1.5 -0.6 0.27
H 1.574226 1.186262 1.297608 -1.2 -0.7 -0.1 0.32
H 0.788835 -0.494775 -3.453685 0.8 1.7 0.8 0.25
H 0.857797 1.451398 -2.816844 0.2 -1.1 -0.5 0.30
N 0.887841 -0.120322 -1.497600 0.0 0.4 -0.1 -0.39
O 0.716760 0.903597 -0.555648 0.7 -0.7 0.6 -0.13
```
Positions in Å, forces in eV/Å.

Calculated values
2S+1: 1
Energy above the lowest of the compared OMol25 structures with the same formula, charge and spin: 92.0 kcal per mole
E_LUMO: 1.2 eV
Total energy: -287.68592 a.u.
SMILES: C=NOCCC
Charge: 0
Strongest force on any atom: 3.0 eV/A
Orbital gap: 10.75 eV
E_HOMO: -9.59 eV

---

No. 2
Here is a single CH3N2OP molecule at a distorted geometry from the Open Molecules 2025 dataset. Energies are from ωB97M-V/def2-TZVPD.

Structure (XYZ):
```
8
Properties=species:S:1:pos:R:3:forces:R:3:mulliken_charge:R:1
C -0.488071 0.001756 -0.715716 1.4 0.2 -0.1 -0.49
N 1.845429 1.632663 -0.325337 0.7 -1.2 0.3 -0.28
N 2.462943 0.710943 0.070146 -0.8 2.2 0.0 0.11
O 0.529672 -0.939402 -0.723699 -1.1 0.5 -1.6 -0.26
P 1.920574 -0.970534 0.093681 -1.1 -1.5 1.0 0.20
H -0.605167 0.491201 0.265779 -0.3 -0.1 -0.7 0.37
H -0.689096 0.471325 -1.718957 0.1 -0.6 1.4 0.28
H 1.181235 -0.927444 1.371249 1.2 0.5 -0.3 0.08
```
Positions in Å, forces in eV/Å.

Calculated values
2S+1: 1
Energy above the lowest of the compared OMol25 structures with the same formula, charge and spin: 90.0 kcal per mole
E_LUMO (alpha / beta): 0.2 / 0.1 eV
Total energy: -565.87877 a.u.
Charge: 0
Strongest force on any atom: 2.4 eV/A
Orbital gap (alpha / beta): 8.69 / 8.18 eV
E_HOMO (alpha / beta): -8.47 / -8.08 eV

---

No. 3
Here is 9 unconnected molecules or ions with the total composition C14H46BF4NO14 at a distorted geometry from the Open Molecules 2025 dataset. Energies are from ωB97M-V/def2-TZVPD.

Structure (XYZ):
```
80
Properties=species:S:1:pos:R:3:forces:R:3:mulliken_charge:R:1
N -1.515860 0.155647 2.374827 0.3 1.6 -0.2 0.08
H -2.290780 0.045789 3.030192 -0.1 0.0 -0.4 0.43
H -1.589049 1.112146 1.870893 -0.3 -1.3 0.8 0.16
H -1.506403 -0.563801 1.639353 0.2 0.0 0.7 0.13
H -0.674415 0.153508 2.993930 -0.2 -0.4 -0.8 0.29
B -0.806758 -1.010387 -0.587752 -0.2 -0.8 0.1 0.21
F -1.992799 -1.825794 -0.528753 0.6 0.9 0.0 -0.43
F -1.128759 0.348609 -0.418943 0.2 -0.9 -0.1 0.15
F 0.022405 -1.461794 0.510367 -0.5 0.7 -0.6 -0.20
F -0.119255 -1.263891 -1.798927 -0.5 0.2 0.6 -0.52
C -1.720898 3.865150 3.186914 1.1 -1.2 -0.8 -0.22
C -2.802614 3.630939 2.198102 -1.3 -0.3 0.2 -0.55
O -2.438817 2.580955 1.290372 -0.5 0.7 -0.2 -0.45
O -1.698368 2.703266 4.044600 0.4 0.6 0.2 -0.53
H -1.808707 4.813597 3.705665 -0.2 0.0 0.3 0.44
H -0.808211 3.850500 2.570413 0.2 0.4 0.4 0.10
H -3.066342 4.562559 1.684542 0.2 -0.2 -0.2 0.37
H -3.687387 3.304709 2.768239 0.0 0.2 -0.2 0.28
H -3.090471 2.607300 0.550542 0.7 -0.1 0.1 0.15
H -0.881219 2.737567 4.564392 -0.3 0.0 -0.1 0.30
C 2.562370 0.318924 -2.879593 -0.9 -0.5 0.7 -0.40
C 3.681204 -0.545264 -2.312125 0.0 -0.4 -1.1 0.08
O 4.611979 -0.891378 -3.344983 0.0 0.1 0.1 -0.60
O 1.710577 0.759893 -1.810809 0.0 -0.1 0.0 -0.24
H 1.965826 -0.346028 -3.519047 0.2 0.3 -0.3 0.21
H 2.847559 1.195684 -3.449730 0.4 0.0 0.0 0.30
H 3.202555 -1.477302 -1.996846 0.1 0.2 0.6 -0.08
H 4.235180 -0.077369 -1.503209 -0.1 0.1 0.1 0.20
H 4.301861 -1.712724 -3.740014 0.1 0.1 0.0 0.34
H 1.100438 0.020870 -1.621071 0.4 0.6 -0.2 0.18
C -1.546740 4.359718 -2.165125 -0.5 0.2 -0.1 -0.14
C -3.045445 4.377006 -1.863358 -0.1 -0.3 0.4 -0.48
O -3.586014 3.123609 -1.378001 0.3 0.5 -0.1 -0.56
O -1.301987 3.378843 -3.142520 0.9 -1.1 0.2 -0.56
H -0.932316 4.179316 -1.278273 -0.2 0.1 0.1 0.13
H -1.280591 5.327175 -2.612946 0.0 0.1 0.4 0.32
H -3.575819 4.717871 -2.763839 0.0 -0.2 0.2 0.35
H -3.252626 5.086543 -1.051942 0.1 0.0 -0.3 0.29
H -3.558691 2.439070 -2.061530 0.3 0.3 0.0 0.31
H -0.572222 2.818677 -2.804407 -0.7 0.3 -0.5 0.31
C 2.343887 -4.304415 -0.249855 0.2 1.5 0.1 -0.25
C 1.900809 -4.762240 -1.615566 0.8 -1.0 -0.4 -0.41
O 1.884498 -3.737275 -2.624899 -0.4 -0.2 0.7 -0.52
O 1.295381 -3.870045 0.583076 -0.8 0.9 0.2 -0.51
H 3.032873 -3.456008 -0.397009 0.1 -0.2 -0.1 0.13
H 2.904930 -5.040497 0.318103 -0.1 -0.5 -0.2 0.49
H 0.961389 -5.321256 -1.539492 -0.1 0.4 -0.1 0.19
H 2.655292 -5.507675 -1.931769 -0.2 0.4 -0.2 0.36
H 1.035757 -3.268713 -2.576259 0.2 -0.2 0.0 0.26
H 1.003097 -2.948852 0.366647 0.4 -1.2 0.1 0.23
C 2.852137 2.525022 1.094742 0.8 0.0 0.7 -0.77
C 1.705942 1.577967 1.255590 0.2 -0.4 -1.1 0.83
O 1.346501 1.472381 2.616961 -0.4 0.1 0.4 -0.61
O 2.457597 3.768804 1.674757 -0.2 0.3 -0.2 -0.54
H 3.198037 2.606021 0.063542 -0.3 0.2 -0.1 0.30
H 3.688168 2.117895 1.682761 -0.1 0.0 -0.1 0.43
H 2.071553 0.613766 0.892866 -0.3 -0.1 0.1 -0.04
H 0.843180 1.863649 0.649647 0.0 0.0 -0.1 -0.19
H 1.179274 2.391496 2.877552 0.2 -0.2 0.2 0.29
H 3.219831 4.209608 2.057031 0.0 0.0 -0.1 0.30
C 1.917832 -1.913507 3.136571 -0.5 1.3 -1.0 0.95
C 0.863011 -2.164143 4.149629 -0.3 -1.2 1.0 -0.65
O -0.020590 -1.034926 4.407209 0.5 -0.6 -0.4 -0.50
O 2.816727 -0.905485 3.538682 0.5 0.1 0.3 -0.66
H 1.443699 -1.465844 2.261292 -0.4 -0.7 -0.3 -0.86
H 2.409087 -2.810262 2.783467 0.2 -0.3 0.3 0.41
H 1.304485 -2.471473 5.106960 0.1 0.2 -0.1 0.38
H 0.304620 -3.057672 3.834407 -0.4 0.5 -0.1 0.33
H 0.214577 -0.722270 5.281445 0.0 0.2 0.0 0.26
H 2.421655 -0.133388 3.124965 0.4 0.6 0.5 0.31
C -3.107209 -2.810444 -3.931410 0.3 -0.1 0.5 -0.31
C -3.102217 -3.959082 -2.946831 -0.6 -0.1 0.8 -0.38
O -1.915946 -4.027483 -2.169984 0.8 0.2 0.1 -0.51
O -3.389447 -1.582970 -3.297455 0.3 0.5 0.3 -0.59
H -3.897602 -2.843295 -4.670989 0.1 -0.7 -0.4 0.39
H -2.092321 -2.851381 -4.354804 -0.3 0.4 -0.4 0.17
H -3.196245 -4.910632 -3.473404 0.1 0.0 0.0 0.30
H -3.944423 -3.880340 -2.243775 -0.2 0.1 -0.4 0.28
H -1.844616 -3.338186 -1.470909 -0.6 -0.6 -0.8 0.32
H -2.727597 -1.446559 -2.613093 0.0 0.1 0.1 0.23
```
Positions in Å, forces in eV/Å.

Calculated values
2S+1: 1
Energy above the lowest of the compared OMol25 structures with the same formula, charge and spin: 0.0 kcal per mole
E_LUMO: -0.1 eV
Total energy: -2093.59067 a.u.
Charge: 0
Strongest force on any atom: 1.8 eV/A
Orbital gap: 9.20 eV
E_HOMO: -9.32 eV